ORCA calculation (ωB97M-V/def2-TZVPD) on H4S2Si in the gas phase in a non-equilibrium geometry.

## Properties
E_tot = -1088.26869 a.u.
SMILES = S[SiH2]S
2S+1 = 1

Atoms and positions in Å:
S 1.8455 0.5808 0.0374
S -1.8302 0.5605 0.0022
Si -0.0288 -0.6080 -0.0237
H -1.7159 1.5512 0.7671
H 0.2868 -1.3963 -1.2151
H 0.0548 -1.4049 1.0744
H 1.5048 0.6185 -1.3155

What are the Mulliken partial charges on each atom? They are as follows, in elementary charge units: -0.3283, -0.2912, 0.5556, 0.1377, -0.0894, -0.1427, 0.1584